[1]
# C38H16Cl5N8Pb

C38H16Cl5N8Pb as an isolated structure in a non-equilibrium geometry (ωB97M-V with the def2-TZVPD basis set, the OMol25 dataset).

```
68
Properties=species:S:1:pos:R:3:forces:R:3
C 2.695 0.303 -0.372 -0.51 -0.40 0.29
C 1.671 2.336 -1.469 0.01 -0.08 0.22
C -6.921 -0.062 0.861 -0.03 0.00 0.03
N -2.478 -2.287 2.161 -1.12 0.49 -0.59
C 6.291 -0.148 1.672 -0.08 -0.10 0.07
C 2.495 3.123 -2.490 0.23 -0.21 -0.19
C -3.236 0.324 -0.013 0.44 0.20 -0.19
C 1.436 -4.037 4.342 0.00 -0.15 0.25
C 4.011 -0.635 1.213 -0.13 0.02 -0.27
H -1.135 -5.432 6.067 -0.02 0.02 0.00
Pb -0.225 -1.120 -0.599 0.05 -0.47 -0.78
C 6.279 0.857 0.693 0.02 0.13 -0.07
C -0.723 -3.391 3.423 0.16 0.21 -0.25
C -1.398 -4.129 4.392 -0.05 -0.11 0.17
C 3.072 2.537 -3.577 -0.17 0.26 0.49
H -2.481 -4.138 4.419 0.01 -0.03 -0.01
C 5.139 1.129 -0.038 0.02 0.08 -0.05
C 1.692 0.488 -3.725 0.30 0.27 0.12
Cl 0.824 -0.539 -4.821 -0.14 -0.15 -0.07
C 0.759 -4.787 5.286 0.27 0.08 -0.10
H -5.941 1.371 -0.429 0.02 -0.01 0.00
C -0.137 3.238 -4.135 0.04 0.02 -0.08
H 5.135 1.895 -0.806 -0.02 -0.01 0.01
C -0.643 -4.833 5.310 -0.27 0.01 -0.04
H 0.877 3.284 -4.504 -0.04 0.00 0.02
C 2.700 -1.241 1.200 0.17 -0.44 0.62
C -1.800 2.493 -2.569 0.15 0.09 -0.18
N -0.101 -2.045 1.669 -0.85 0.18 0.50
N 2.266 1.002 -1.467 0.14 0.05 -0.26
H -3.837 3.040 -2.914 0.00 0.01 -0.02
N 2.295 -2.120 2.092 0.10 0.57 -0.38
C -1.168 -2.537 2.343 1.29 -0.12 -0.09
C -2.977 -1.391 1.366 0.53 -0.53 0.63
C -6.758 -1.151 1.718 -0.05 0.04 -0.03
C -5.828 0.530 0.242 0.08 0.09 -0.04
H 1.315 -5.348 6.028 0.01 0.02 0.00
N -0.644 1.275 -1.004 -0.36 0.15 0.24
H 2.516 -3.970 4.331 0.00 -0.05 -0.01
C -4.414 -1.088 1.359 -0.40 0.27 -0.29
H 5.170 -1.693 2.682 0.01 0.03 0.01
H 7.184 1.421 0.506 -0.01 0.00 -0.02
C 1.039 -2.475 2.302 0.24 -0.65 0.45
H -3.243 4.334 -4.983 -0.01 -0.02 0.00
Cl 4.184 3.511 -4.484 0.06 -0.01 -0.13
C 1.215 0.516 -2.363 0.11 0.32 -0.13
H -7.633 -1.594 2.178 0.02 0.00 0.02
C -4.577 0.001 0.503 -0.26 -0.36 0.25
C 3.997 0.379 0.232 0.11 -0.25 0.27
N 1.955 -0.640 0.202 0.08 0.65 -0.28
Cl 1.579 3.114 0.135 0.06 0.07 -0.01
H -5.365 -2.522 2.643 0.02 0.00 -0.02
H -0.908 4.413 -5.745 0.00 0.01 0.02
C -5.501 -1.677 1.980 0.13 -0.03 0.07
C 2.727 1.249 -4.179 -0.27 -0.34 -0.10
C 5.165 -0.903 1.942 0.13 0.04 0.08
C -2.478 3.823 -4.412 -0.03 0.02 0.00
C 0.679 -3.346 3.401 -0.07 0.29 -0.38
Cl 3.511 0.808 -5.672 0.07 0.02 -0.04
C -1.155 3.875 -4.838 0.03 0.00 -0.03
C 0.321 1.761 -1.990 0.14 -0.27 -0.37
N -2.330 -0.535 0.496 0.02 0.28 0.17
C -2.817 3.116 -3.267 -0.05 -0.02 0.08
C -1.854 1.636 -1.372 0.63 -0.06 0.06
C -0.472 2.546 -2.982 -0.27 0.01 0.11
H 7.208 -0.337 2.217 -0.01 -0.01 0.01
N -3.056 1.298 -0.873 -0.54 -0.11 0.18
H -7.916 0.321 0.673 0.01 0.00 0.00
Cl 2.752 4.802 -2.184 -0.11 0.00 0.08
```
Forces are in eV/Å.

Summary:
- net charge = -1
- lowest unoccupied orbital energy (eV) = 0.911
- HOMO (eV) = -3.63
- frontier orbital gap (eV) = 4.543
- E_tot (eV) = -119448.4508


[2]
# C38H23BrCl7N4O4SZr

C38H23BrCl7N4O4SZr as an isolated structure (ωB97M-V with the def2-TZVPD basis set, the OMol25 dataset).

```
79
Properties=species:S:1:pos:R:3:forces:R:3
C -0.171 4.861 -1.876 -0.02 -0.12 -0.02
H 8.518 4.347 0.905 0.06 0.05 0.00
C -0.862 3.256 0.293 0.07 0.10 0.04
Cl 0.819 -3.081 -5.888 -0.01 -0.01 0.01
C -2.462 0.354 4.990 0.07 -0.15 -0.18
H 4.438 3.968 2.941 -0.09 -0.30 -0.38
S 4.248 7.523 0.348 0.04 -0.07 -0.04
O 1.746 -0.011 -0.985 0.15 -0.30 -0.21
C 4.968 6.619 -0.914 -0.18 -0.13 0.14
C -0.423 5.446 -0.628 -0.08 -0.27 0.26
C -0.778 4.656 0.442 0.18 0.17 -0.40
C 3.623 5.035 0.118 -0.15 0.14 -0.10
Cl 9.265 2.357 -0.982 -0.04 0.00 0.03
N 1.580 -0.142 1.769 0.21 0.16 -0.45
C -1.217 2.492 1.456 -0.13 0.25 0.15
H 0.114 5.490 -2.707 0.00 0.04 -0.03
C 1.101 -2.157 -4.467 -0.11 -0.06 -0.02
H -0.638 -3.213 0.518 -0.11 0.11 0.33
O 3.010 3.252 1.643 0.32 -0.53 0.29
N -1.027 -1.490 1.545 -0.16 0.08 0.04
C 2.697 -0.951 1.651 0.49 0.05 0.35
C 2.974 3.699 0.302 -0.10 0.25 -0.14
C 3.749 -0.344 2.276 -0.49 -0.28 -0.29
C 1.564 -0.672 -2.152 0.22 0.11 -0.29
C -1.921 -1.664 3.788 -0.02 -0.03 0.02
C -0.288 3.500 -2.059 -0.07 0.06 0.36
C -1.582 0.522 2.742 0.01 0.08 0.04
H 1.387 1.793 2.652 0.03 -0.11 -0.01
Cl -1.146 -3.296 -3.436 -0.05 -0.03 0.02
C 5.495 2.881 1.461 -0.17 -0.07 -0.14
C -0.996 -2.803 1.467 0.04 -0.25 -0.25
C 2.427 -0.557 -3.236 -0.19 -0.06 0.02
Cl 3.747 0.538 -3.116 0.12 0.05 0.06
C -1.855 -3.076 3.677 0.06 0.13 -0.17
H 3.415 2.974 -0.394 -0.02 0.05 0.14
C 5.638 1.815 0.571 0.04 0.08 0.03
C 4.264 3.074 2.316 -0.15 0.77 0.23
C -1.406 -3.646 2.521 0.03 0.21 -0.10
C -2.400 -1.011 4.949 0.07 0.17 -0.19
C 4.548 5.326 -0.921 0.08 0.28 0.14
H -0.111 3.048 -3.022 0.01 -0.06 -0.06
H 3.441 2.341 4.174 0.02 0.01 -0.08
C 6.790 1.636 -0.175 0.00 0.28 0.17
C 2.197 -1.301 -4.396 0.06 0.11 0.14
H 4.834 1.107 0.434 -0.15 -0.04 0.01
H 4.890 4.594 -1.629 0.09 -0.19 -0.18
H 6.890 0.803 -0.844 0.01 -0.20 -0.22
H 4.967 1.570 3.720 -0.15 0.10 -0.03
H -1.551 3.089 2.314 0.01 -0.12 -0.26
H 1.897 3.757 0.085 0.23 0.02 -0.04
H -2.719 -1.606 5.788 -0.05 -0.08 0.13
C 1.995 0.935 2.411 -0.73 0.36 0.37
C -2.057 1.124 3.880 0.00 -0.27 0.01
C 7.822 2.555 -0.048 0.05 -0.12 -0.12
H -2.171 -3.684 4.512 -0.03 -0.06 0.08
H 2.673 -1.887 1.118 0.02 0.05 0.07
Cl 3.265 -1.151 -5.732 0.03 0.01 -0.01
N -1.156 1.204 1.565 0.07 -0.05 0.22
Zr 0.024 -0.041 0.050 -0.27 -0.09 0.09
H -0.970 5.100 1.407 -0.02 0.08 0.10
Cl 6.473 5.150 2.613 0.14 0.12 -0.03
O -0.751 1.369 -1.153 0.07 0.06 0.19
Br -0.273 7.312 -0.441 0.01 0.05 0.04
H -1.354 -4.717 2.394 0.00 -0.01 0.00
O -0.379 -1.558 -1.161 0.33 -0.18 -0.09
H 4.773 -0.631 2.394 0.19 -0.13 0.06
C 6.557 3.778 1.551 -0.05 0.10 0.12
Cl 2.322 6.265 2.219 -0.04 -0.01 0.04
C -0.630 2.673 -0.976 -0.09 0.10 -0.12
C 7.717 3.632 0.810 -0.07 -0.05 0.00
C -1.504 -0.899 2.683 -0.07 0.13 0.24
N 3.275 0.856 2.757 0.04 -0.44 -0.18
C 0.443 -1.504 -2.247 -0.03 -0.31 -0.15
H -2.832 0.859 5.868 -0.04 0.03 0.09
C 3.379 6.148 0.871 -0.07 -0.11 0.05
H 5.661 7.089 -1.578 0.23 0.15 -0.22
C 0.220 -2.259 -3.389 0.08 0.13 0.00
H -2.144 2.196 3.949 0.00 0.09 0.02
C 4.019 1.954 3.334 0.21 -0.09 0.24
```
Forces are in eV/Å.

Summary:
- net charge = +1
- lowest unoccupied orbital energy (eV) = -4.024
- HOMO (eV) = -10.42
- frontier orbital gap (eV) = 6.401
- E_tot (eV) = -223745.7940


[3]
# C38H24N9O2SSe2Sn

C38H24N9O2SSe2Sn as an isolated structure (ωB97M-V with the def2-TZVPD basis set, the OMol25 dataset).

```
77
Properties=species:S:1:pos:R:3:forces:R:3
H -2.215 0.534 6.395 0.01 0.00 0.00
H 2.766 -1.847 0.811 0.02 -0.01 0.01
H -3.953 4.210 -2.202 0.00 0.00 -0.01
H 5.202 0.369 3.538 0.01 0.00 -0.01
C -0.283 6.193 4.696 0.01 0.04 0.05
C 2.424 -4.495 -2.109 0.00 0.00 0.01
C -3.219 3.480 -1.888 -0.03 -0.03 -0.01
H -1.652 4.702 1.629 0.02 0.03 0.02
O 0.531 5.658 5.324 0.06 -0.03 0.05
H -3.398 2.237 -3.643 -0.01 -0.02 0.00
H 2.743 2.946 -3.091 -0.01 0.01 0.00
H 4.077 1.208 -4.314 -0.01 0.01 0.00
H -2.421 -3.401 -4.489 0.00 -0.01 0.00
C 3.382 1.278 2.865 0.01 0.03 -0.02
C 4.109 -0.890 2.181 -0.01 0.03 0.01
C 3.345 0.940 -3.563 0.03 -0.01 -0.03
C -2.924 2.382 -2.683 -0.02 0.02 0.02
C -0.708 2.890 0.876 -0.10 -0.06 -0.12
C -1.850 0.043 4.337 -0.02 -0.01 0.03
S 5.247 -2.819 -5.284 -0.03 0.01 0.03
H -5.007 -2.095 4.461 -0.01 0.01 0.01
H 0.163 -3.741 0.284 0.00 0.01 0.00
H 3.549 2.188 3.423 -0.03 0.00 0.00
H 1.067 2.195 -1.416 0.03 0.02 0.01
N 2.057 0.011 1.349 0.06 -0.48 -0.23
Se -3.787 -2.339 1.759 0.04 -0.03 -0.16
N 1.119 -2.367 -0.909 -0.06 -0.04 -0.05
Se -3.770 -0.604 0.303 0.23 0.03 0.12
C -3.353 -1.603 -1.307 -0.17 -0.14 -0.05
N 0.275 1.992 1.025 0.04 0.11 0.05
H 4.811 -1.711 2.201 0.00 0.00 -0.01
H 1.293 -5.709 -0.744 0.00 -0.01 0.00
C 2.679 -3.185 -2.528 0.09 -0.04 -0.09
C -0.860 3.976 1.738 0.04 -0.05 0.02
H 1.831 3.317 3.716 -0.02 0.02 0.02
C -2.564 -0.013 5.531 -0.01 0.00 0.00
C -2.544 3.646 -0.691 0.00 0.03 0.02
H -0.712 -2.388 -3.000 0.00 -0.01 -0.01
C -3.719 -0.775 5.594 0.03 0.00 -0.02
H -1.726 0.604 -2.804 0.00 -0.01 0.00
H -4.831 -3.238 -3.844 0.00 0.00 -0.01
H -2.755 4.510 -0.080 0.03 0.01 0.00
C 2.208 -0.747 -2.283 -0.05 -0.01 0.06
C -1.987 1.477 -2.219 0.01 0.06 0.03
C 1.995 -2.145 -1.901 -0.03 0.09 0.00
C 3.140 -0.410 -3.263 0.07 -0.03 -0.07
C 3.624 -2.838 -3.572 -0.02 -0.08 0.04
H 2.949 -5.313 -2.585 -0.01 -0.01 0.01
C 0.079 4.058 2.722 -0.03 0.02 0.03
N 4.753 -1.342 -4.882 -0.03 -0.03 0.03
N -1.338 1.627 -1.059 0.02 -0.23 -0.35
N -2.231 -0.599 3.235 0.01 -0.02 -0.01
C 1.677 1.480 -1.948 0.07 -0.03 -0.06
C -1.586 2.711 -0.317 0.04 -0.02 0.07
C 3.852 -1.490 -3.922 0.01 0.09 0.01
C 4.320 0.261 2.921 0.04 -0.03 0.00
C -4.390 -2.129 -2.055 -0.02 0.02 -0.01
O -1.097 6.701 4.049 -0.07 0.03 -0.05
C 0.879 -3.613 -0.520 0.02 -0.02 -0.01
C 1.117 3.197 2.915 -0.04 0.01 -0.03
C 1.513 -4.712 -1.097 0.01 0.03 -0.01
C 2.252 1.117 2.076 -0.15 0.03 0.06
C -4.057 -2.803 -3.225 0.02 0.02 0.00
C 2.968 -0.967 1.405 0.04 0.07 0.08
N 4.354 -3.694 -4.273 -0.01 0.05 0.01
N -2.067 -1.689 -1.618 -0.07 -0.07 -0.19
H -4.300 -0.831 6.504 0.01 -0.01 0.01
C -4.122 -1.474 4.462 0.05 -0.02 -0.01
C 1.176 2.143 2.003 0.09 -0.11 -0.03
C 2.611 1.892 -2.892 -0.03 -0.01 0.02
N 1.477 0.198 -1.647 -0.11 0.11 -0.03
H -5.420 -2.017 -1.743 0.00 -0.01 0.00
C -1.766 -2.328 -2.751 -0.02 -0.04 0.02
C -3.328 -1.332 3.337 -0.15 0.09 0.06
Sn -0.021 -0.396 0.014 0.20 0.59 0.65
H -0.932 0.614 4.264 -0.04 0.05 0.00
C -2.723 -2.896 -3.582 0.00 0.00 0.02
```
Forces are in eV/Å.

Summary:
- net charge = +3
- lowest unoccupied orbital energy (alpha / beta) (eV) = -8.363 / -10.894
- HOMO (alpha / beta) (eV) = -16.03 / -15.99
- frontier orbital gap (alpha / beta) (eV) = 7.670 / 5.091
- E_tot (eV) = -204637.8389


Q: net charge of number 3 (C38H24N9O2SSe2Sn)?
A: +3


Q: Which value of E_tot does entry 3 give?
A: -204637.8389 eV


Q: What is the E_tot in the second record?
A: -223745.7940 eV


Q: The lowest E_tot belongs to which entry?
A: C38H23BrCl7N4O4SZr